{"formula": "C4H11N3O2", "method": "the ωB97M-V functional and the def2-TZVPD basis", "elements": ["C", "C", "N", "N", "N", "H", "H", "H", "H", "H", "H", "H", "H", "C", "C", "O", "O", "H", "H", "H"], "xyz": [[-0.4663, -1.8282, -1.3898], [-0.4259, -1.4855, 1.0410], [-0.0024, -0.2308, 1.0906], [-0.7654, -2.3344, -0.0062], [-0.4760, -2.1493, 2.3343], [0.0168, 0.6501, -0.2648], [0.3551, 0.0307, 1.9764], [-0.4728, -3.3143, 0.1137], [-1.0865, -2.8579, 2.6773], [-0.0291, -1.4684, 2.9342], [0.5166, -2.2152, -1.9047], [-0.4092, -0.7539, -1.4787], [-1.3743, -2.2797, -1.9435], [1.0722, 3.3254, -0.3654], [0.1151, 2.4330, -1.2095], [0.2195, 1.0261, -1.0703], [-0.6848, 2.7431, -2.0039], [1.7158, 3.8602, -1.1097], [1.5970, 2.6258, 0.4218], [0.5848, 4.2235, 0.1573]], "forces_ev_per_a": [[-0.798, -2.579, -1.415], [0.583, -0.774, 3.260], [-1.177, -3.054, -2.451], [1.577, 1.958, -0.494], [1.491, 1.840, -1.973], [-0.241, -1.274, 4.317], [-0.198, 0.223, 1.003], [-0.364, 0.999, 0.356], [-0.353, -0.095, -0.186], [-0.654, -0.970, 0.868], [-1.725, 0.346, 1.405], [-0.472, -0.062, 0.206], [1.669, 1.133, 0.111], [-0.090, -0.285, 0.793], [0.601, -2.759, 1.876], [1.727, 3.870, -4.370], [-1.129, 2.368, -1.621], [0.068, -0.929, 0.750], [-0.647, 1.727, -1.774], [0.130, -1.685, -0.664]], "e_lumo_ev": 0.693, "total_charge": 0, "smiles": "[H]/N=C(\\N)NC.CC(=O)O", "relative_energy_kcal_mol": 60.3, "largest_force_ev_per_a": 6.1, "orbital_gap_ev": 9.953}